1.
DFT (the ωB97M-V functional and the def2-TZVPD basis) results for a 2-piece molecular cluster, C2H3N3 overall at a distorted geometry.

Computed properties:
HOMO (eV): -8.05
Lowest unoccupied orbital energy (eV): 0.459

ORCA input file:
```
! RIJCOSX wB97M-V def2-TZVPD def2/J DEFGRID3
* xyz 0 1
C -1.251 0.031 -3.414
C -0.469 -0.070 -1.064
N -1.218 -0.936 -4.081
N -0.925 2.225 -1.562
N -0.614 1.199 -1.206
H -0.910 -1.913 -4.781
H -1.195 -0.594 -0.468
H 0.390 -0.677 -1.389
*
```



2.
DFT (the ωB97M-V functional and the def2-TZVPD basis) results for an isolated molecule of C2H3N3.

Computed properties:
HOMO (alpha / beta) (eV): -8.92 / -8.92
Lowest unoccupied orbital energy (alpha / beta) (eV): -0.033 / -0.034

ORCA input file:
```
! RIJCOSX wB97M-V def2-TZVPD def2/J DEFGRID3
* xyz 0 1
N 1.041 -0.555 -0.119
C 0.205 1.444 -0.554
N -0.891 1.032 -0.229
C -1.147 -0.275 0.154
N -0.091 -1.033 0.270
H 1.808 -1.113 0.258
H 1.223 1.120 -0.149
H -2.147 -0.619 0.368
*
```



3.
DFT (the ωB97M-V functional and the def2-TZVPD basis) results for an isolated molecule of C2H3N3 at a distorted geometry.

Computed properties:
HOMO (alpha / beta) (eV): -7.93 / -11.92
Lowest unoccupied orbital energy (alpha / beta) (eV): 0.745 / -2.378

ORCA input file:
```
! RIJCOSX wB97M-V def2-TZVPD def2/J DEFGRID3
* xyz 0 3
C -1.487 0.305 0.766
C 0.170 0.739 0.048
N -2.433 -0.003 1.341
N 0.598 -1.433 -0.784
N 0.921 -0.302 -0.396
H -0.204 1.248 -0.743
H 0.895 1.254 0.756
H 1.541 -1.808 -0.988
*
```



4.
DFT (the ωB97M-V functional and the def2-TZVPD basis) results for an isolated molecule of C2H3N3O at a distorted geometry.

Computed properties:
HOMO (alpha / beta) (eV): -8.81 / -8.80
SMILES string: Oc1nc[nH]n1
Lowest unoccupied orbital energy (alpha / beta) (eV): -0.434 / -0.431

ORCA input file:
```
! RIJCOSX wB97M-V def2-TZVPD def2/J DEFGRID3
* xyz 0 1
O 1.778 -0.116 0.364
C 0.819 0.592 -0.508
N 0.261 -0.627 -0.878
C -0.829 -0.664 -0.197
N -1.049 0.552 0.385
N -0.034 1.392 0.183
H 2.400 -0.546 -0.226
H -1.447 -1.528 -0.012
H -1.853 0.822 0.925
*
```



5.
DFT (the ωB97M-V functional and the def2-TZVPD basis) results for an isolated molecule of C2H3N3O at a distorted geometry.

Computed properties:
HOMO (eV): -9.18
SMILES string: Oc1c[nH]nn1
Lowest unoccupied orbital energy (eV): 0.924

ORCA input file:
```
! RIJCOSX wB97M-V def2-TZVPD def2/J DEFGRID3
* xyz 0 1
O 1.994 0.143 -0.014
C 0.677 0.066 -0.015
C -0.197 1.076 0.034
N -1.425 0.487 -0.007
N -1.273 -0.826 0.006
N 0.012 -1.128 -0.017
H 2.339 -0.744 0.168
H 0.028 2.176 -0.084
H -2.395 0.835 0.037
*
```



6.
DFT (the ωB97M-V functional and the def2-TZVPD basis) results for an isolated molecule of C2H3N3O at a distorted geometry.

Computed properties:
HOMO (eV): -10.03
SMILES string: On1cncn1
Lowest unoccupied orbital energy (eV): 0.606

ORCA input file:
```
! RIJCOSX wB97M-V def2-TZVPD def2/J DEFGRID3
* xyz 0 1
O -2.038 0.227 0.036
N -0.635 0.263 -0.005
C 0.080 -0.886 -0.029
N 1.354 -0.560 0.007
C 1.362 0.823 0.007
N 0.172 1.281 0.044
H -2.072 -0.672 -0.251
H -0.387 -1.880 0.186
H 2.164 1.405 0.004
*
```



7.
DFT (the ωB97M-V functional and the def2-TZVPD basis) results for a 2-piece molecular cluster, C2H3N3O overall at a distorted geometry.

Computed properties:
HOMO (eV): -9.10
SMILES string: C1=NN1.N=C=O
Lowest unoccupied orbital energy (eV): 0.715

ORCA input file:
```
! RIJCOSX wB97M-V def2-TZVPD def2/J DEFGRID3
* xyz 0 1
C 1.130 0.444 0.049
N 0.951 -0.702 0.518
N 1.997 -0.415 -0.588
H 0.954 1.429 0.089
H 1.723 -0.771 -1.490
N -1.616 -0.257 1.049
C -1.429 0.195 -0.030
O -1.227 0.639 -1.106
H -2.483 -0.561 1.509
*
```



8.
DFT (the ωB97M-V functional and the def2-TZVPD basis) results for an isolated molecule of C2H3N3O.

Computed properties:
HOMO (eV): -9.76
SMILES string: Nc1cnon1
Lowest unoccupied orbital energy (eV): 0.844

ORCA input file:
```
! RIJCOSX wB97M-V def2-TZVPD def2/J DEFGRID3
* xyz 0 1
N -1.554 -0.161 0.064
C -0.167 -0.155 0.029
C 0.763 0.919 -0.175
N 1.966 0.436 -0.104
O 1.837 -0.872 0.171
N 0.529 -1.237 0.252
H -1.922 -1.102 0.157
H -1.999 0.321 -0.705
H 0.677 1.993 -0.214
*
```



9.
DFT (the ωB97M-V functional and the def2-TZVPD basis) results for an isolated molecule of C2H3N3O.

Computed properties:
HOMO (eV): -10.37
SMILES string: O[C@H]1N=CN=N1
Lowest unoccupied orbital energy (eV): -0.552

ORCA input file:
```
! RIJCOSX wB97M-V def2-TZVPD def2/J DEFGRID3
* xyz 0 1
O -1.775 -0.708 -0.062
C -0.580 -0.140 0.316
N 0.583 -0.981 0.232
C 1.467 -0.192 -0.224
N 0.961 1.104 -0.645
N -0.257 1.114 -0.386
H -2.371 0.013 -0.311
H -0.542 0.136 1.385
H 2.529 -0.398 -0.285
*
```



10.
DFT (the ωB97M-V functional and the def2-TZVPD basis) results for an isolated molecule of C2H3N3O at a distorted geometry.

Computed properties:
HOMO (eV): -10.47
SMILES string: [H]/N=C(/C#N)NO
Lowest unoccupied orbital energy (eV): 0.383

ORCA input file:
```
! RIJCOSX wB97M-V def2-TZVPD def2/J DEFGRID3
* xyz 0 1
H -0.954 -0.615 1.515
N 0.082 -0.570 1.487
C 0.436 -0.099 0.365
C 1.849 -0.040 -0.013
N 2.983 -0.132 -0.226
N -0.387 0.391 -0.645
O -1.725 0.027 -0.553
H -0.079 0.171 -1.606
H -2.205 0.866 -0.324
*
```



Relative energy (zero: lowest compared OMol25 entry of this formula, charge and spin)? In order: 105.69 92.32 8.58 99.65 33.36 71.75 93.99 56.79 48.64 59.67 kcal per mole.